{"formula": "C3H6O", "method": "ωB97M-V/def2-TZVPD", "elements": ["O", "C", "H", "C", "H", "H", "H", "H", "C", "H"], "positions_angstrom": [[0.18008, 1.71411, -0.83606], [-0.84636, -0.84487, -0.05676], [1.74070, 1.43197, 0.45014], [0.85091, 0.91653, 0.14064], [-0.65717, -1.33071, -1.02896], [-1.51146, 0.02626, -0.19269], [0.80168, -0.70747, 1.48512], [0.31857, 0.71472, -1.07784], [0.42590, -0.30378, 0.55370], [-1.30284, -1.61675, 0.56271]], "total_charge": 0, "energy_ev": -5252.943, "lumo_ha": 0.0354, "relative_energy_kcal_mol": 63.4}



{"formula": "C21H29CrIN8O6PS3", "method": "ωB97M-V/def2-TZVPD", "elements": ["H", "H", "H", "C", "H", "H", "H", "H", "C", "N", "C", "O", "O", "H", "H", "H", "P", "H", "N", "C", "H", "C", "H", "C", "H", "H", "H", "H", "C", "C", "N", "O", "C", "N", "N", "C", "N", "C", "O", "C", "C", "C", "C", "H", "H", "H", "C", "H", "O", "C", "H", "S", "N", "O", "H", "H", "H", "H", "Cr", "C", "S", "H", "C", "C", "I", "H", "C", "N", "S", "H"], "positions_angstrom": [[4.93330, -1.70503, -2.02288], [-1.51233, 0.45728, 2.57580], [-3.98630, 2.92991, 0.07236], [1.65650, -5.60998, 0.14209], [-4.06743, -3.13075, -2.51631], [5.50440, 3.41914, -1.89447], [5.15165, -0.83497, -3.55322], [0.29812, 3.54392, -0.06287], [5.38149, 4.91891, -0.35216], [-2.27846, 1.71309, -0.19380], [-1.93411, 3.83893, 0.10779], [4.20799, 0.82545, -1.73478], [-4.11355, -1.30065, 0.42158], [2.22576, -7.43790, 1.11778], [6.13173, 5.58758, -0.78742], [-1.00092, -3.07626, -3.28636], [3.42923, 1.98979, -0.93327], [4.67659, -4.02358, 1.93958], [-0.35477, -0.71606, 1.25309], [-0.06098, -1.99439, 0.89428], [5.44708, 4.97837, 0.73713], [3.44801, -0.19923, -2.39933], [3.22818, -2.64037, 0.47419], [1.94673, -4.27222, -0.04330], [4.83133, -6.07471, 3.16046], [-2.32378, -1.55944, 3.86889], [0.77895, -6.02275, -0.34003], [-4.15595, -3.23446, -0.74350], [2.45783, -6.38815, 0.96451], [-1.21717, -2.92976, 2.62378], [-3.20277, -0.80964, -0.55235], [-0.23439, -4.05029, -1.41857], [4.41059, -1.26322, -2.87326], [-0.95109, 1.88277, -0.23179], [4.37850, -6.61937, 2.44330], [-1.66329, -1.67083, 3.01456], [-1.17437, -0.22916, -2.03383], [-3.50000, -3.03921, -1.58424], [0.01628, 0.04999, -2.57991], [-2.91228, 2.86894, 0.00956], [3.54851, -5.82381, 1.61761], [3.03329, -3.70015, 0.60143], [-1.85070, -1.30462, -2.40409], [-1.52017, -3.83294, 3.14193], [6.62736, 3.16608, -0.54690], [-3.64452, -1.08016, 1.24737], [3.83306, -4.47365, 1.42571], [-2.69486, -3.77620, -1.60071], [1.78202, -2.92964, -2.25037], [-2.89903, -1.66930, -1.48012], [-2.64034, 0.74523, -0.32411], [0.94461, -3.26524, -1.11982], [0.69402, -1.93719, -0.28264], [4.71636, 2.60132, -0.15380], [-2.33613, -2.36557, -4.21050], [3.85806, -2.05377, -3.38504], [2.89940, 0.24998, -3.23032], [4.39079, 5.24410, -0.66352], [0.13180, 0.09609, -0.57472], [-1.23516, -0.55696, 2.31537], [2.66341, 3.28739, -2.19928], [-0.73543, -1.58008, -4.17465], [5.61779, 3.49364, -0.81186], [-0.71174, 3.16988, -0.05097], [-2.23219, 5.86541, 0.40344], [3.87321, -7.38225, 2.86682], [-1.46483, -2.13617, -3.58784], [-0.39963, -3.10200, 1.50563], [2.30718, 1.17610, 0.49546], [2.71933, -0.62631, -1.70939]], "total_charge": -2, "energy_ev": -124772.037, "multiplicity": 6, "lumo_ha": [0.1298, 0.1298]}



{"formula": "C3H7N3OS", "method": "ωB97M-V/def2-TZVPD", "elements": ["H", "N", "H", "H", "H", "O", "C", "H", "C", "N", "H", "N", "S", "H", "C"], "positions_angstrom": [[-1.26931, 0.23002, -2.88051], [1.14797, -0.76255, -1.16919], [-0.75439, -1.17190, -1.76615], [-1.85644, 1.00675, 2.06649], [-0.58843, -0.41885, 2.67814], [0.63195, 0.10991, -2.27261], [-0.78664, 0.39455, 1.87137], [2.10237, -0.75669, -1.28048], [0.76810, -0.40192, 0.11417], [-0.59004, -0.21077, 0.51237], [0.03993, 1.22069, 2.12225], [1.83074, -0.06139, 0.84714], [-1.41628, 0.83661, -0.70032], [1.50814, 0.08148, 1.88549], [-0.76769, -0.09595, -2.02816]], "total_charge": 0, "energy_ev": -20573.083, "lumo_ha": 0.0137, "smiles": "[H]/N=C1/NOCSN1C", "relative_energy_kcal_mol": 117.6}



{"formula": "C50H58F6NO2", "method": "ωB97M-V/def2-TZVPD", "elements": ["H", "H", "H", "C", "H", "F", "H", "C", "H", "H", "H", "C", "H", "H", "H", "C", "H", "H", "F", "H", "H", "H", "C", "H", "H", "C", "H", "C", "C", "H", "C", "C", "C", "H", "H", "H", "C", "H", "F", "C", "C", "C", "H", "C", "C", "H", "F", "H", "C", "H", "C", "C", "H", "C", "H", "C", "C", "H", "H", "C", "H", "H", "C", "H", "C", "H", "H", "H", "C", "H", "C", "C", "N", "H", "H", "C", "C", "C", "H", "C", "H", "H", "C", "C", "H", "H", "C", "H", "H", "H", "H", "F", "C", "H", "C", "C", "H", "C", "H", "C", "C", "H", "F", "H", "C", "C", "H", "H", "C", "O", "O", "C", "H", "C", "C", "C", "C"], "positions_angstrom": [[-0.26338, -3.37535, -2.89946], [-0.52327, 1.96621, 2.42121], [7.68212, -1.89897, -6.50583], [-5.30239, -3.92788, -0.51645], [-0.15822, 4.50058, 0.56594], [-9.35279, -3.48210, -2.28420], [-0.84519, 2.62149, -3.63367], [-4.42529, -2.12981, 0.77563], [3.04173, -3.00446, 4.62270], [-3.33442, -3.92092, 0.37397], [0.81369, -0.72873, 0.82820], [-9.42171, -2.41620, -6.24287], [3.43233, 0.25412, 0.02341], [4.74126, -3.88292, -4.08534], [6.14628, -1.02077, 2.42127], [1.78414, 1.01488, -2.00578], [5.40709, -0.29097, 11.23960], [-0.56990, 3.98959, -1.42680], [2.22648, 4.19911, -0.43074], [1.22451, 1.31179, -4.02309], [-1.06877, -1.09324, -0.39338], [-5.19271, -4.91241, -0.95108], [0.33251, 5.87212, 2.15235], [3.71064, -1.70317, -3.55580], [-7.39980, -1.76529, -5.94279], [4.39679, 0.63611, 8.14358], [-1.64481, -2.42954, -1.33927], [2.64633, 6.50395, 2.31741], [-0.20471, -1.24309, -2.42849], [3.80180, -0.60598, -1.43772], [5.24081, 0.41808, 9.22246], [4.58296, -1.74884, -4.19841], [5.24125, -0.99422, 3.01361], [4.76271, 1.04739, 7.21205], [5.12409, -3.11227, 3.29162], [-7.28615, -3.63911, -1.27641], [3.49244, -2.09584, 4.24631], [-1.42219, -2.36627, -3.74652], [6.75185, 0.46739, -6.05687], [-0.59031, 2.90305, -1.52090], [-10.54383, -2.98612, -5.65688], [-0.33906, 0.05920, -3.26391], [1.99361, -0.81651, 5.09340], [3.48000, 0.30172, 4.03708], [4.66127, -2.15681, 3.49900], [0.24725, -2.32920, -4.27705], [5.20010, 1.35032, 2.82480], [-0.32539, -0.22306, -4.31399], [-1.35401, -1.38169, -1.39967], [-2.64148, 3.04589, -2.02889], [1.67751, -0.21610, -1.07889], [3.39767, -0.44091, 10.50473], [-1.32317, 0.48221, -3.10194], [3.06130, 0.31269, 8.27223], [-9.44086, -2.13574, -7.28734], [3.09954, -0.56664, -0.61329], [-0.38655, -2.42083, -3.40174], [1.43765, 0.90509, 0.75158], [1.48927, -0.45959, 9.49393], [5.16203, -2.97536, -4.49751], [3.00928, -0.86395, 11.42133], [2.74756, 0.94029, -2.50852], [-9.37463, -3.13010, -3.58905], [-5.67590, -0.42270, 1.06184], [2.94894, 5.69336, 1.23305], [3.43333, 7.06587, 2.80228], [6.72976, -3.99110, -5.55377], [-1.70430, 0.99577, 1.54967], [4.74428, -0.12058, 10.40190], [-7.36619, -2.40144, -3.53894], [-0.03207, 2.56445, -2.90773], [2.54302, -0.22228, 9.43392], [1.11204, -1.39254, -1.76769], [4.69199, 0.38738, -4.50076], [-11.38547, -3.80125, -3.84301], [-2.04454, 2.48595, -1.30685], [6.27664, -3.03605, -5.32285], [-1.53566, 1.96636, 2.02061], [1.10891, 7.22380, 3.62778], [2.90269, -0.86733, 4.51184], [-0.10872, 0.48553, -0.04549], [3.96074, 5.60272, 0.86050], [1.92775, 4.98958, 0.62614], [1.34011, 6.59322, 2.77941], [-3.23865, 1.95046, 0.39695], [0.02224, 2.52900, -0.70638], [-2.62937, 2.80181, 0.08820], [3.10519, -1.48092, -0.02571], [3.04031, 1.26975, 4.23988], [-11.43845, -3.14766, -6.24281], [-0.68592, 5.93434, 2.51270], [2.23847, 0.52379, 7.22430], [6.81749, -1.87431, -5.85607], [6.28957, 0.66961, 9.14062], [6.22866, -0.66602, -5.54362], [0.69725, 1.20974, -3.07732], [-7.53291, -1.39332, -0.28203], [-6.47972, -3.21392, -0.69995], [-2.23633, -0.84094, -1.72784], [0.61940, 5.06310, 1.06243], [-6.61753, -1.95219, -0.13811], [0.67913, 3.34409, -3.18653], [-3.41566, -1.59588, 1.49521], [-3.29936, 3.65923, 0.03785], [0.89809, 0.15195, 0.18694], [5.12146, -0.58146, -4.72284], [-2.22400, 1.43353, -1.51483], [-2.24305, 2.05287, 2.85029], [-4.26220, -3.38466, 0.22367], [1.96775, -2.10528, -2.40522], [-1.67069, 3.04464, 1.11772], [-10.52467, -3.35090, -4.31879], [1.86220, 1.89138, -1.36810], [-8.24705, -2.56181, -4.14688], [4.64046, 0.21729, 3.29355], [-5.58612, -1.40172, 0.60974], [-8.27619, -2.20659, -5.48774]], "total_charge": 0, "energy_ev": -74677.968, "multiplicity": 2, "lumo_ha": [0.0189, 0.0186]}



{"formula": "C2H6N2O2", "method": "ωB97M-V/def2-TZVPD", "elements": ["N", "N", "H", "O", "H", "O", "H", "H", "C", "H", "H", "C"], "positions_angstrom": [[0.31822, 0.62723, -0.11675], [0.15085, -1.68623, 0.51093], [2.56405, 0.00776, -0.98748], [2.63367, 0.09690, -0.03387], [-1.37080, 1.67854, -0.82745], [-2.18795, -0.12931, -0.71213], [2.10311, 0.94333, 0.17872], [0.85167, -2.15462, 1.06141], [0.08842, -0.46817, 0.44648], [-2.14953, -0.93744, -0.17105], [-1.67893, 1.20709, 0.80941], [-1.32278, 0.81493, -0.15822]], "total_charge": 0, "energy_ev": -9243.299, "lumo_ha": 0.0172, "relative_energy_kcal_mol": 92.7}



{"formula": "C39H33N2O3P2PdS2", "method": "ωB97M-V/def2-TZVPD", "elements": ["C", "H", "C", "H", "H", "C", "C", "H", "C", "C", "H", "N", "H", "C", "C", "H", "C", "C", "C", "H", "C", "C", "H", "H", "H", "H", "C", "C", "C", "H", "H", "H", "C", "O", "H", "H", "H", "C", "Pd", "H", "C", "N", "S", "C", "C", "C", "O", "H", "P", "C", "C", "H", "H", "H", "H", "S", "C", "H", "C", "C", "C", "P", "H", "C", "H", "H", "C", "H", "C", "C", "C", "H", "H", "C", "H", "O", "H", "C", "C", "C", "C", "C"], "positions_angstrom": [[-2.14547, 2.75611, -2.59798], [-6.38903, -3.45280, 0.39531], [1.21611, 9.29378, 5.48044], [4.29481, -4.44992, -3.80239], [0.34828, 4.67195, -3.38851], [4.01376, -0.63048, 3.11081], [2.34361, -1.68674, 1.73984], [0.55072, -7.45631, -1.41508], [-0.68892, 4.37193, -3.28241], [0.57301, -6.46272, -3.31884], [3.35422, -2.21655, -4.27396], [-3.17505, 3.56028, -3.00799], [4.43918, -1.60106, 4.97422], [-3.11829, -4.19937, -0.02424], [2.96167, -3.79053, -0.76801], [2.21878, 9.68361, 5.32093], [-4.95391, -2.18391, -0.56418], [2.41644, -2.53711, -1.03947], [3.85289, -1.62595, 4.06532], [2.87336, -4.22538, 0.22185], [0.33168, -5.28012, -4.00085], [-0.10775, -5.42618, -1.26306], [-0.70777, -2.01368, 1.12062], [0.38569, 7.41614, 1.55017], [-2.41793, -5.00064, 0.17400], [-3.87064, 5.32634, -3.83636], [-1.41221, 4.23665, 2.79457], [-0.11499, 5.37707, 1.12170], [-0.08586, -2.58693, 0.42647], [4.72126, 0.17065, 3.27615], [-0.31765, -3.23506, -3.83992], [-4.75829, -5.24796, 0.86408], [2.17970, -2.67973, 2.70248], [-0.82675, -1.54464, -2.01699], [3.36848, 0.12611, 1.20847], [-1.89129, 5.38329, 4.54202], [0.47640, 10.08648, 5.37982], [-0.76469, 4.22046, 1.55895], [-0.71266, 0.43923, -0.97255], [0.50934, -5.22166, -5.06644], [-0.13657, -4.16645, -3.31884], [-0.88684, 3.18195, -2.76226], [-0.78656, 7.98514, 4.13044], [2.93693, -2.64805, 3.86370], [-0.11818, 6.52354, 1.89486], [3.26189, -0.65728, 1.94838], [1.17781, -0.25180, -0.28540], [0.10310, -3.56841, 0.86361], [1.45644, -1.65610, 0.18765], [3.76647, -3.91155, -3.02622], [-0.36447, -4.23804, -1.94731], [-1.91617, 3.34401, 3.13976], [1.46189, -3.47849, 2.56454], [-0.25835, -5.49841, -0.19233], [-1.50722, 6.20754, -4.12578], [-2.59514, 1.26475, -1.93524], [3.23771, -2.65718, -3.29268], [1.15295, 8.89253, 6.49318], [3.62958, -4.47990, -1.76538], [0.35535, -6.53584, -1.94896], [-4.44007, -4.34479, 0.36108], [-0.99506, -2.76294, -1.14345], [0.93644, -7.33063, -3.85320], [-2.98376, 4.77841, -3.55281], [2.11977, -0.99690, -2.49853], [-3.31172, -1.14508, -1.47709], [-5.35659, -3.33540, 0.09394], [0.39833, 5.36541, 0.16886], [-1.40174, 5.37924, 3.57699], [-0.76221, 3.03616, 0.74719], [-0.74063, 2.03537, 0.07051], [-5.66939, -1.40188, -0.78028], [4.05074, -5.45508, -1.56011], [0.96263, 8.17012, 4.51050], [2.80661, -3.41711, 4.61304], [1.81505, 7.46589, 4.05036], [-4.11491, 3.21738, -2.85841], [-0.75746, 6.52607, 3.12899], [2.55391, -1.96825, -2.30220], [-1.71353, 5.23787, -3.70278], [-2.70709, -3.03729, -0.67664], [-3.63015, -2.03316, -0.95062]], "total_charge": 1, "energy_ev": -93825.738, "lumo_ha": -0.1095, "relative_energy_kcal_mol": 0.2}